Version 1
The following is a DFT calculation (ωB97M-V/def2-TZVPD) of one molecule with the formula C15H23NO2S.

For the HOMO-LUMO gap, the calculation gives 8.909 eV. As for the multiplicity: 1. The charge is 0. As for the SMILES: CCC[C@H](C)NC(=O)CSCc1ccc(OC)cc1.

Each line ends with the Mulliken charge.
Atoms and positions in Å:
1 C -6.126 -0.353 0.068  -1.253
2 C -4.887 -0.058 0.906  -0.364
3 C -4.049 1.105 0.356  -0.812
4 H -3.659 1.697 1.187  0.327
5 C -2.839 0.701 -0.502  0.000
6 N -1.851 0.014 0.305  0.087
7 C -0.668 0.547 0.650  0.411
8 O -0.295 1.655 0.323  -0.679
9 C 0.193 -0.376 1.500  -0.774
10 H -0.256 -0.511 2.484  0.438
11 H 1.194 0.042 1.609  0.397
12 S 0.320 -2.039 0.777  -0.170
13 C 1.179 -1.608 -0.792  -1.002
14 C 2.533 -1.047 -0.526  0.326
15 C 3.598 -1.889 -0.215  -0.608
16 C 4.842 -1.372 0.069  -0.592
17 C 5.055 0.008 0.056  0.859
18 C 3.994 0.854 -0.247  -0.490
19 C 2.747 0.325 -0.531  -0.373
20 H 1.931 0.998 -0.754  0.285
21 H 4.119 1.925 -0.261  0.394
22 O 6.320 0.416 0.352  -0.458
23 C 6.597 1.795 0.363  -0.826
24 H 6.430 2.246 -0.621  0.330
25 H 7.650 1.883 0.625  0.238
26 H 5.994 2.321 1.110  0.336
27 H 5.673 -2.017 0.309  0.415
28 H 3.441 -2.957 -0.192  0.390
29 H 1.225 -2.549 -1.338  0.561
30 H 0.540 -0.901 -1.321  0.280
31 H -2.050 -0.933 0.593  0.326
32 C -3.198 -0.156 -1.712  -1.589
33 H -3.597 -1.118 -1.400  0.338
34 H -3.936 0.353 -2.325  0.375
35 H -2.312 -0.334 -2.318  0.439
36 H -2.348 1.621 -0.840  0.404
37 H -4.687 1.761 -0.238  0.497
38 H -5.213 0.192 1.918  0.348
39 H -4.276 -0.959 0.983  0.209
40 H -6.689 -1.175 0.505  0.366
41 H -6.774 0.521 0.032  0.336
42 H -5.863 -0.624 -0.950  0.280

Version 2
The following is a DFT calculation (ωB97M-V/def2-TZVPD) of one molecule with the formula C15H23NO2S.

For the HOMO-LUMO gap, the calculation gives 8.727 eV. As for the multiplicity: 1. The charge is 0. As for the SMILES: CN(C)CCCC1(S(=O)(=O)c2ccccc2)CCC1.

Each line ends with the Mulliken charge.
Atoms and positions in Å:
1 O -2.431 1.018 1.463  -0.712
2 O -1.361 3.117 1.890  -0.664
3 C -1.114 2.405 -3.420  -0.262
4 C -1.805 1.312 -2.865  -0.727
5 C -0.450 3.323 -2.588  -0.690
6 C -1.838 1.071 -1.485  -0.109
7 C -0.528 3.100 -1.234  -0.205
8 C -1.159 1.964 -0.637  0.030
9 N 0.456 -2.853 -0.841  0.344
10 C 1.502 -3.837 -1.275  -1.082
11 C -0.604 -2.602 -1.858  -0.921
12 C 0.116 -2.890 0.590  -1.290
13 C -0.381 -1.539 1.089  -0.417
14 C 1.729 1.616 3.169  -0.531
15 C 0.619 -0.398 0.866  -1.457
16 C 0.486 0.757 3.150  -1.027
17 C 1.542 1.876 1.700  -1.040
18 C 0.313 0.919 1.647  1.671
19 S -1.231 1.809 1.187  1.273
20 H -1.041 2.526 -4.527  0.321
21 H -2.282 0.630 -3.548  0.406
22 H 0.116 4.174 -2.979  0.391
23 H -2.354 0.203 -1.072  0.566
24 H -0.140 3.831 -0.545  0.361
25 H 1.692 -3.656 -2.306  0.351
26 H 2.442 -3.649 -0.732  0.302
27 H 1.176 -4.893 -1.115  0.314
28 H -0.137 -2.190 -2.763  0.279
29 H -1.364 -1.916 -1.508  0.197
30 H -1.088 -3.555 -2.143  0.383
31 H -0.635 -3.638 0.795  0.374
32 H 1.004 -3.198 1.152  0.471
33 H -0.587 -1.630 2.144  0.553
34 H -1.285 -1.304 0.574  0.061
35 H 1.724 2.563 3.731  0.309
36 H 2.649 1.067 3.399  0.221
37 H 1.601 -0.765 1.181  0.445
38 H 0.647 -0.189 -0.196  0.329
39 H -0.329 1.189 3.779  0.279
40 H 0.643 -0.253 3.533  0.323
41 H 1.326 2.939 1.505  0.245
42 H 2.363 1.543 1.094  0.336

Most stable of them? version 1.

Version 1
The following is a DFT calculation (ωB97M-V/def2-TZVPD) of a 2-piece molecular cluster, C8H16N5O overall.

For the HOMO-LUMO gap (alpha / beta), the calculation gives 7.607 / 7.606 eV. As for the multiplicity: 1. The charge is +1.

Each line ends with the Mulliken charge.
Atoms and positions in Å:
1 C -0.064 1.439 -3.651  -0.367
2 C 1.216 1.209 -3.233  -0.232
3 C -1.050 0.515 -3.167  -0.289
4 C 0.878 0.147 1.603  -0.162
5 C -0.303 1.691 -0.080  -1.718
6 C -1.562 -0.002 1.418  -2.115
7 C 0.577 -1.048 -0.505  0.111
8 C -0.271 0.517 0.879  1.625
9 N -0.795 -0.372 -2.250  -0.844
10 N 0.420 -0.515 -1.718  0.782
11 N 0.967 -0.647 2.734  -0.381
12 N -0.255 -2.053 -0.153  -0.386
13 N 1.560 0.150 -2.371  -0.458
14 O 2.043 0.583 1.243  -0.557
15 H -0.293 2.299 -4.244  0.420
16 H 2.051 1.796 -3.668  0.392
17 H -2.076 0.706 -3.385  0.406
18 H 0.659 1.902 -0.586  0.593
19 H -0.983 1.625 -0.873  0.441
20 H -0.511 2.525 0.582  0.361
21 H -1.918 0.782 2.012  0.467
22 H -1.469 -0.825 2.065  0.536
23 H -2.210 -0.237 0.638  0.410
24 H 1.647 -1.120 -0.192  0.368
25 H -0.022 -0.870 3.127  0.241
26 H 1.817 -0.795 3.136  0.216
27 H -1.099 -2.243 -0.660  0.238
28 H -0.024 -2.432 0.701  0.228
29 H 2.185 -0.471 -2.775  0.240
30 H 1.952 1.414 0.751  0.435

Version 2
The following is a DFT calculation (ωB97M-V/def2-TZVPD) of a 2-piece molecular cluster, C8H16N5O overall.

For the HOMO-LUMO gap (alpha / beta), the calculation gives 7.925 / 6.802 eV. As for the multiplicity: 1. The charge is +1.

Each line ends with the Mulliken charge.
Atoms and positions in Å:
1 C 2.247 1.112 -0.232  0.371
2 C 0.030 -0.155 -0.265  0.433
3 C 0.744 1.029 0.237  -0.617
4 C -3.449 0.199 0.412  -0.748
5 C -3.437 -0.955 -0.610  -0.502
6 C -2.059 0.823 0.318  -0.531
7 C -1.955 -1.274 -0.858  -0.646
8 C 3.041 2.316 -0.291  -1.283
9 N 0.733 -1.278 -0.496  -0.471
10 N -1.247 -0.149 -0.368  0.238
11 N 2.797 -0.104 -0.427  0.806
12 N 2.282 -1.904 1.711  -0.395
13 N 2.018 -1.243 -0.274  -0.386
14 O 3.973 -0.228 -0.921  -0.715
15 H 0.599 1.163 1.328  0.376
16 H 0.353 2.018 -0.186  0.481
17 H -4.284 0.973 0.187  0.294
18 H -3.714 -0.122 1.325  0.402
19 H -3.801 -1.817 -0.132  0.274
20 H -3.935 -0.723 -1.559  0.339
21 H -2.231 1.701 -0.342  0.276
22 H -1.695 1.143 1.248  0.357
23 H -1.700 -2.229 -0.482  0.413
24 H -1.754 -1.344 -1.915  0.316
25 H 3.691 2.387 -1.206  0.363
26 H 3.862 2.201 0.585  0.322
27 H 2.381 3.201 -0.037  0.320
28 H 1.389 -1.714 2.090  0.231
29 H 2.596 -2.902 1.585  0.262
30 H 2.526 -2.127 -0.425  0.419

Most stable of them? version 1.

Version 1
The following is a DFT calculation (ωB97M-V/def2-TZVPD) of a 2-piece molecular cluster, C26H32NO3 overall.

For the HOMO-LUMO gap, the calculation gives 6.266 eV. As for the multiplicity: 1. The charge is +1.

Each line ends with the Mulliken charge.
Atoms and positions in Å:
1 C -0.511 0.136 6.318  -0.791
2 C -0.686 -1.519 6.177  -0.781
3 C -0.461 -2.019 4.608  0.560
4 C -0.663 -3.634 4.403  -1.017
5 C -1.340 -1.104 3.519  0.078
6 C -2.826 -0.486 3.863  -0.447
7 C -3.565 0.447 2.692  -0.494
8 C -2.868 0.749 1.209  -0.507
9 C -1.393 0.126 0.858  0.357
10 C -0.677 -0.807 2.047  0.218
11 C 0.831 -1.396 1.626  -0.257
12 O 1.288 -2.603 1.968  -0.537
13 C 1.726 -0.346 0.679  -0.369
14 C 1.088 0.502 -0.403  0.532
15 C 1.970 1.552 -1.362  -0.533
16 C 3.276 2.183 -0.617  -0.507
17 C 4.725 1.876 -1.297  -0.610
18 C 4.858 0.482 -2.133  0.497
19 C 5.361 0.617 -3.723  -0.467
20 C 5.574 -0.701 -4.687  -0.312
21 C 5.300 -2.247 -4.153  -0.378
22 C 4.798 -2.380 -2.563  -0.456
23 C 4.598 -1.040 -1.589  -0.016
24 C -0.571 0.380 -0.576  0.149
25 O -1.216 0.493 -1.740  -0.502
26 H 0.201 0.427 7.203  0.313
27 H -1.607 0.552 6.418  0.214
28 H -0.047 0.615 5.332  0.216
29 H 0.224 -1.979 6.795  0.363
30 H -1.718 -1.893 6.586  0.342
31 H 0.691 -1.800 4.382  0.289
32 H -1.532 -3.932 3.675  0.283
33 H -0.785 -4.158 5.463  0.347
34 H 0.338 -4.098 3.948  0.200
35 H -3.347 -0.699 4.907  0.315
36 H -4.630 0.880 3.004  0.269
37 H -3.437 1.447 0.446  0.229
38 H 2.871 -0.316 0.915  0.279
39 H 1.219 2.461 -1.555  0.302
40 H 2.156 1.075 -2.412  0.359
41 H 3.149 3.370 -0.612  0.304
42 H 3.374 1.896 0.538  0.272
43 H 5.037 2.784 -1.975  0.281
44 H 5.512 1.811 -0.402  0.266
45 H 5.599 1.703 -4.157  0.181
46 H 5.966 -0.565 -5.801  0.268
47 H 5.466 -3.205 -4.839  0.286
48 H 4.590 -3.481 -2.156  0.277
49 H 4.280 -1.221 -0.478  0.146
50 C -5.180 2.947 -4.557  -1.077
51 C -5.726 1.675 -3.978  0.594
52 O -6.842 1.502 -3.537  -0.460
53 N -4.942 0.501 -3.930  0.084
54 C -3.735 0.631 -3.094  -1.209
55 H -5.908 3.750 -4.436  0.323
56 H -4.264 3.230 -4.035  0.369
57 H -4.969 2.797 -5.618  0.357
58 H -4.672 0.271 -4.889  0.377
59 H -5.595 -0.210 -3.571  0.369
60 H -3.079 1.387 -3.538  0.345
61 H -3.231 -0.333 -3.081  0.459
62 H -4.043 0.921 -2.085  0.458

Version 2
The following is a DFT calculation (ωB97M-V/def2-TZVPD) of an isolated ion of composition C26H32NO3 and charge +1.

For the HOMO-LUMO gap, the calculation gives 7.023 eV. As for the multiplicity: 1. The charge is +1. As for the SMILES: COC(=O)[C@H]1CCC/[N+]1=C1\CCCC[C@@H]1[C@H](c1ccccc1)c1ccc(OC)cc1.

Each line ends with the Mulliken charge.
Atoms and positions in Å:
1 C -1.511 2.634 2.868  -0.843
2 O -0.346 2.343 2.070  -0.283
3 C 0.462 1.416 2.615  0.331
4 O 0.176 0.779 3.614  -0.596
5 C 1.785 1.221 1.886  0.012
6 C 2.861 1.836 2.795  -0.786
7 C 3.170 0.713 3.777  -0.813
8 C 2.893 -0.587 3.023  -0.550
9 N 2.085 -0.207 1.871  -0.059
10 C 1.619 -1.166 1.060  0.605
11 C 0.301 -1.050 0.316  0.874
12 C -0.057 -2.282 -0.546  -0.987
13 C 0.196 -3.568 0.227  -0.918
14 C 1.679 -3.694 0.507  -1.116
15 C 2.158 -2.539 1.386  -0.868
16 H -2.192 3.155 2.194  0.263
17 H -1.961 1.718 3.261  0.370
18 H -1.224 3.281 3.705  0.347
19 H 1.732 1.692 0.896  0.644
20 H 3.746 2.091 2.201  0.389
21 H 2.514 2.745 3.296  0.365
22 H 4.189 0.736 4.165  0.466
23 H 2.470 0.759 4.620  0.291
24 H 3.836 -1.073 2.729  0.434
25 H 2.340 -1.275 3.688  0.260
26 H -0.298 -1.197 1.222  -0.080
27 H -1.117 -2.230 -0.830  0.355
28 H 0.515 -2.277 -1.485  0.430
29 H -0.351 -3.533 1.181  0.368
30 H -0.204 -4.420 -0.327  0.404
31 H 1.856 -4.651 1.008  0.437
32 H 2.250 -3.694 -0.428  0.419
33 H 3.257 -2.529 1.379  0.454
34 H 1.857 -2.814 2.418  0.450
35 C -1.265 0.867 -6.625  -0.787
36 O 0.031 0.766 -5.984  -0.436
37 C 0.035 0.380 -4.679  0.700
38 C 1.222 0.551 -3.925  -0.969
39 C 1.164 0.541 -2.540  -0.353
40 C -0.035 0.208 -1.876  -1.017
41 C -0.145 0.203 -0.333  2.290
42 C -1.613 0.548 0.076  -0.380
43 C -2.361 -0.225 0.976  -0.263
44 C -3.715 0.064 1.192  -0.784
45 C -4.341 1.125 0.538  -0.543
46 C -3.599 1.912 -0.343  -0.944
47 C -2.250 1.632 -0.548  -0.042
48 C -1.154 -0.117 -2.651  0.192
49 C -1.130 -0.081 -4.033  -0.962
50 H -1.048 1.260 -7.613  0.243
51 H -1.739 -0.120 -6.699  0.314
52 H -1.937 1.551 -6.084  0.360
53 H 2.152 0.760 -4.445  0.431
54 H 2.049 0.806 -1.954  0.388
55 H 0.500 1.044 -0.025  -0.450
56 H -1.937 -1.081 1.515  0.457
57 H -4.281 -0.569 1.879  0.421
58 H -5.401 1.332 0.701  0.409
59 H -4.053 2.752 -0.872  0.424
60 H -1.689 2.249 -1.248  0.526
61 H -2.104 -0.390 -2.179  0.351
62 H -2.042 -0.303 -4.586  0.353

Most stable of them? version 2.